14 unconnected molecules or ions with the total composition C21H45Cl26N2. Source: OMol25; level of theory: wB97M-V/def2-TZVPD.

Computed properties:
E_tot = -12901.38688 Ha
Lowest unoccupied orbital energy = -2.15 eV
Gap between HOMO and LUMO = 9.931 eV
Charge = +1

CARTESIAN COORDINATES (ANGSTROEM)
N 0.72308 4.41082 -2.25734
C 1.26573 4.65765 -0.90403
C 2.33670 3.63225 -0.56485
C 1.84716 2.20564 -0.46344
N 1.48599 1.67166 0.90062
C 0.11478 2.03334 1.38485
C 0.00344 3.33797 2.17031
C 1.31300 3.98996 2.61999
C 2.35612 2.93576 2.96363
C 2.58032 1.84102 1.92206
H 0.62304 5.30334 -2.72900
H -0.23779 4.09186 -2.17228
H 0.47399 4.69629 -0.15758
H 1.75362 5.62886 -0.88199
H 3.02910 3.64581 -1.40265
H 2.90591 3.96758 0.29854
H 2.63488 1.53551 -0.79552
H 1.00091 2.06003 -1.13101
H 1.45483 0.66265 0.73390
H -0.50081 2.09362 0.49282
H -0.27688 1.18765 1.93429
H -0.61598 4.04766 1.63260
H -0.55211 3.11744 3.07876
H 1.06254 4.50006 3.53976
H 1.67972 4.75004 1.93964
H 3.30932 3.44386 3.08888
H 2.13116 2.50491 3.93421
H 3.49645 1.98678 1.36313
H 2.67198 0.89003 2.43749
C -0.25571 2.10517 -3.95674
Cl -1.64219 2.72920 -3.04653
Cl -0.58667 0.53838 -4.69778
H -0.00392 2.81405 -4.73553
H 0.57567 1.99406 -3.27226
C 0.07790 -2.04747 1.65563
Cl 1.30854 -1.75899 0.40505
Cl -1.35246 -1.04546 1.39480
H -0.21527 -3.08916 1.61297
H 0.50613 -1.80413 2.62078
C -1.45137 -4.32513 -1.52842
Cl -3.02976 -3.60581 -1.18763
Cl -0.72410 -5.05432 -0.08845
H -1.57928 -5.09419 -2.28017
H -0.78650 -3.54870 -1.88755
C 6.01868 0.86155 -1.82182
Cl 5.79587 2.61282 -1.90159
Cl 4.63300 0.05606 -1.05691
H 6.12035 0.47547 -2.82837
H 6.90247 0.64761 -1.23337
C -4.49646 -2.70389 2.22588
Cl -6.09369 -2.03126 2.55940
Cl -3.73711 -3.37074 3.67706
H -4.59873 -3.50728 1.50664
H -3.86041 -1.92142 1.83530
C -1.77432 -2.78779 -6.47600
Cl -3.30328 -2.00841 -6.06156
Cl -1.02738 -3.53784 -5.05591
H -1.96215 -3.55631 -7.21521
H -1.09908 -2.03735 -6.86856
C 0.22178 5.32351 6.86055
Cl -0.24144 6.37786 5.52098
Cl 0.87308 3.77853 6.28646
H 0.98620 5.81876 7.44583
H -0.65463 5.12013 7.46285
C -5.45647 -6.12234 0.52979
Cl -6.75383 -6.07008 1.72474
Cl -3.85896 -6.20381 1.28822
H -5.58633 -6.99886 -0.09276
H -5.50388 -5.22024 -0.06997
C 8.22798 -1.93374 0.42054
Cl 9.00365 -0.35269 0.24043
Cl 7.17184 -2.32124 -0.94294
H 9.00287 -2.68843 0.47493
H 7.63744 -1.92395 1.32810
C -4.63618 -1.18989 -9.39182
Cl -6.10291 -1.60340 -10.28131
Cl -3.25021 -2.16656 -9.90553
H -4.40307 -0.14818 -9.57445
H -4.80650 -1.36966 -8.33888
C -9.18348 0.05805 3.64954
Cl -10.66506 0.61896 4.42874
Cl -9.37662 -1.53515 2.90678
H -8.91379 0.76513 2.87475
H -8.40399 -0.00794 4.39911
C -3.81143 -2.71957 7.49154
Cl -4.73422 -3.52479 8.76182
Cl -4.01684 -0.96207 7.53650
H -2.76146 -2.94578 7.63156
H -4.15560 -3.08309 6.53129
C 9.19718 -2.72468 -4.63258
Cl 7.81725 -1.74514 -4.10825
Cl 9.89729 -3.65668 -3.30606
H 8.85534 -3.41262 -5.39541
H 9.95605 -2.05909 -5.02399

---

C6H12N6O3 in the gas phase in a non-equilibrium geometry. Source: OMol25; level of theory: wB97M-V/def2-TZVPD.

Computed properties:
ΔE to the lowest compared entry with this formula, charge and spin = 467.5 kJ/mol
E_tot = -789.98005 Ha
Lowest unoccupied orbital energy = 0.48 eV
SMILES = OCNc1nc(NCO)nc(NCO)n1
Gap between HOMO and LUMO = 9.860 eV
Charge = 0

CARTESIAN COORDINATES (ANGSTROEM)
O 2.26896 -3.64987 -1.03161
C 3.14274 -2.52174 -0.78773
N 2.63528 -1.19207 -1.17944
C 1.44221 -0.78915 -0.76614
N 0.71255 -1.34233 0.22054
C -0.37312 -0.74453 0.50070
N -1.31332 -1.26208 1.39004
C -2.40072 -0.49351 2.03445
O -2.05040 0.67825 2.77949
N -0.74869 0.54384 0.26856
C 0.02089 1.10273 -0.65797
N 0.03806 2.48090 -1.03065
C -1.33050 3.11580 -1.13487
O -1.88434 3.65539 0.20356
N 1.12503 0.49440 -1.22883
H 1.64509 -3.68519 -0.07011
H 3.34505 -2.22089 0.39382
H 4.09079 -2.77960 -1.25224
H 2.86818 -0.92227 -2.07059
H -0.93168 -1.91282 2.07234
H -3.29225 -0.37929 1.21331
H -2.84266 -1.37859 2.65456
H -1.77370 1.36321 1.92062
H 0.74442 2.50724 -2.00098
H -1.15047 4.04359 -1.86223
H -2.01884 2.44205 -1.32965
H -1.96855 2.84652 0.75107

---

Question: Among the records above, which one has the highest E_tot?
Answer: C6H12N6O3

---

Question: Which value of lowest unoccupied orbital energy does entry 1 give?
Answer: -2.15 eV

---

Question: Which formula does entry 1 have?
Answer: C21H45Cl26N2

---

Question: Number 1 is which compound?
Answer: C21H45Cl26N2